Below is a 8-piece molecular cluster, C20H47BBr14N4 overall, with properties calculated with the ωB97M-V functional and the def2-TZVPD basis.

XYZ file:
```
86
Properties=species:S:1:pos:R:3:forces:R:3
C 0.53783 -0.27201 -1.70371 0.0 0.0 0.1
B 1.21014 -0.17822 -0.28847 0.0 0.0 0.0
C 2.56908 0.61464 -0.19885 0.0 0.1 0.1
C 2.17103 2.10310 0.03548 0.0 -0.1 0.1
C 1.91918 2.44951 1.51507 0.0 -0.1 0.0
N 0.66197 3.17088 1.70522 0.1 0.1 0.0
C 0.45187 -0.74079 0.98662 0.0 0.0 -0.1
C 1.05133 -2.00629 1.65597 0.1 -0.1 0.0
N 1.07577 -3.09577 0.67251 -0.1 -0.1 0.0
N 2.39617 -1.80379 2.19539 0.0 -0.1 0.1
N 0.22073 -2.47824 2.75949 -0.3 0.0 -0.2
H -0.46213 -0.70810 -1.70297 0.0 0.0 0.0
H 1.16641 -0.84045 -2.39860 0.0 0.0 0.0
H 0.46627 0.72918 -2.14453 0.0 0.0 0.0
H 3.23125 0.32033 0.61937 0.0 0.0 0.0
H 3.13985 0.54414 -1.12907 0.0 0.0 0.0
H 2.95750 2.74320 -0.36727 0.0 0.0 0.0
H 1.26207 2.36238 -0.51449 0.0 0.0 0.0
H 2.72386 3.08730 1.88451 0.0 0.0 0.0
H 1.96598 1.52754 2.10930 0.0 0.0 0.0
H -0.11674 2.53403 1.81904 0.0 0.0 -0.1
H 0.70028 3.74297 2.53884 0.0 0.0 0.0
H 0.41525 0.03892 1.76072 0.0 0.0 0.0
H -0.58108 -0.99457 0.72552 0.0 0.0 0.1
H 0.96162 -3.96627 1.18371 0.0 0.0 0.1
H 1.99754 -3.15838 0.25481 0.0 0.1 -0.1
H 2.43569 -0.97771 2.78150 0.0 0.0 0.0
H 3.06175 -1.66048 1.44760 0.0 0.1 -0.1
H -0.05770 -1.68497 3.32778 0.1 0.0 0.1
H -0.65140 -2.82633 2.36546 0.0 0.0 0.0
Br 0.73594 7.56658 1.37108 0.0 0.0 0.0
C 1.25502 8.20425 3.12958 0.0 0.0 0.0
C 1.97262 7.14595 3.92323 0.1 0.0 0.0
Br 0.76709 5.74410 4.51819 -0.1 0.0 0.0
H 0.34549 8.53095 3.62448 0.0 0.0 0.0
H 1.91112 9.05647 2.96807 0.0 0.0 0.0
H 2.39770 7.56854 4.83084 0.0 0.0 0.0
H 2.74811 6.65603 3.34238 0.0 0.0 0.0
Br -2.93118 -3.40959 0.77263 0.0 0.0 -0.1
C -2.50272 -3.26973 -1.11795 0.0 -0.1 0.0
C -3.24268 -2.15003 -1.80049 0.0 0.0 0.1
Br -5.13768 -2.53231 -1.98703 0.0 0.0 0.0
H -2.75435 -4.23218 -1.55269 0.1 0.0 0.0
H -1.42662 -3.11292 -1.16961 0.0 0.1 0.1
H -2.86036 -2.01533 -2.80981 0.0 0.0 0.0
H -3.16824 -1.21572 -1.25070 0.0 0.0 0.0
Br 1.28381 8.59231 7.42771 0.0 0.0 0.0
C 0.93670 6.89118 8.30123 0.0 0.0 0.0
C 2.18624 6.29306 8.89749 0.0 0.1 -0.1
Br 3.37873 5.59996 7.53139 0.1 0.0 0.0
H 0.49841 6.24592 7.54574 0.0 0.0 0.0
H 0.20778 7.10017 9.08075 0.0 0.0 0.0
H 1.93097 5.44883 9.53336 0.0 0.0 0.0
H 2.75312 7.02292 9.46695 0.0 0.0 0.0
Br -3.13603 1.38278 -7.51341 0.0 0.0 0.0
C -2.28470 2.45332 -6.13124 0.0 0.0 0.0
C -1.32516 1.64963 -5.29291 -0.1 -0.1 0.0
Br -2.25980 0.40724 -4.12604 0.0 0.0 -0.1
H -3.09039 2.87237 -5.53648 0.0 0.0 0.0
H -1.75690 3.25008 -6.65006 0.0 0.0 0.0
H -0.75051 2.30646 -4.64370 0.0 0.0 0.0
H -0.65936 1.04597 -5.90147 0.0 0.0 0.0
Br 0.56513 -3.91032 -9.44270 0.0 0.0 0.0
C -0.70719 -3.23741 -8.13809 0.0 0.0 0.0
C -1.01262 -1.77704 -8.33585 0.0 0.0 0.0
Br 0.47663 -0.63372 -7.82884 0.1 -0.1 0.0
H -0.28192 -3.43696 -7.15937 0.0 0.0 0.0
H -1.61352 -3.82493 -8.26562 0.0 0.0 0.0
H -1.84434 -1.47566 -7.70212 0.0 0.0 0.0
H -1.23563 -1.53858 -9.37110 0.0 0.0 0.0
Br -0.47828 -5.98391 -3.51569 0.0 0.0 0.0
C 1.29380 -5.32952 -3.06254 0.0 0.0 0.0
C 1.34962 -3.82570 -3.01672 0.0 0.0 0.0
Br 1.23463 -3.03196 -4.78557 0.0 0.1 0.0
H 1.96802 -5.73831 -3.80875 0.0 0.0 0.0
H 1.52952 -5.74448 -2.08512 0.0 0.0 0.0
H 2.30174 -3.49804 -2.60312 0.0 0.0 0.0
H 0.54164 -3.40219 -2.42818 0.0 0.0 0.0
Br -5.35984 -4.75495 3.62548 0.0 0.0 0.0
C -4.20004 -6.22086 3.10161 0.0 0.0 0.0
C -3.06641 -6.42431 4.07417 0.0 0.1 0.0
Br -1.74748 -5.00554 3.95339 0.1 -0.1 0.1
H -3.83808 -5.98025 2.10598 0.0 0.0 0.0
H -4.82850 -7.10760 3.06211 0.0 0.0 0.0
H -2.54003 -7.34823 3.84556 0.0 0.0 0.0
H -3.41039 -6.44255 5.10365 0.0 0.0 0.0
```
Positions in Å, forces in eV/Å.

Properties
**Calculated total energy**: -1008735.6208 eV
**SMILES**: CB(CCCN)CC(N)(N)N.BrCCBr.BrCCBr.BrCCBr.BrCCBr.BrCCBr.BrCCBr.BrCCBr